Arrangement a

DFT (ωB97M-V/def2-TZVPD) results for a molecular structure, C28H30ClN8O7Tl.

Atoms and positions in Å:
Tl  -0.227  0.708  1.545
N  0.811  -1.215  3.226
C  2.216  -0.953  3.499
C  2.636  0.527  3.438
O  3.743  0.796  3.959
N  1.811  1.355  2.821
C  2.224  2.746  2.820
C  1.444  3.617  1.820
O  2.035  4.625  1.372
O  0.253  3.282  1.560
H  0.234  -1.111  4.048
H  0.615  -2.141  2.864
H  2.824  -1.489  2.764
H  2.547  -1.311  4.481
H  3.291  2.862  2.616
H  2.079  3.196  3.814
O  -4.500  5.230  -3.871
N  -3.313  4.953  -3.863
O  -2.459  5.626  -4.410
C  -2.896  3.709  -3.200
C  -3.796  2.702  -3.225
C  -3.466  1.434  -2.668
C  -4.388  0.370  -2.619
C  -4.014  -0.808  -2.034
C  -2.703  -0.925  -1.531
N  -1.820  0.046  -1.592
C  -2.187  1.225  -2.127
C  -1.236  2.328  -2.087
N  -0.054  2.096  -1.487
C  0.751  3.108  -1.282
C  0.455  4.424  -1.677
C  -0.703  4.661  -2.358
C  -1.598  3.593  -2.590
H  -4.766  2.862  -3.674
H  -5.383  0.509  -3.027
H  -4.693  -1.645  -1.946
H  -2.389  -1.843  -1.045
H  1.682  2.902  -0.771
H  1.129  5.217  -1.388
H  -0.950  5.659  -2.688
Cl  -4.217  -8.357  4.305
C  -3.416  -6.856  3.845
C  -2.429  -6.312  4.690
C  -1.801  -5.153  4.349
C  -2.091  -4.408  3.129
O  -1.491  -3.351  2.875
C  -3.117  -5.018  2.292
C  -3.579  -4.478  1.030
O  -3.220  -3.486  0.423
C  -3.740  -6.218  2.684
H  -2.177  -6.826  5.611
H  -1.042  -4.728  4.995
H  -4.360  -5.130  0.563
H  -4.501  -6.641  2.035
C  1.373  -1.520  -2.164
N  2.423  -0.515  -2.224
C  2.296  0.370  -3.370
C  2.808  0.015  -0.998
N  2.207  -0.345  0.067
N  3.875  0.922  -1.074
C  4.178  1.632  0.156
C  5.070  0.461  -1.759
H  1.281  -1.972  -3.155
H  0.416  -1.084  -1.864
H  1.635  -2.286  -1.438
H  1.256  0.688  -3.503
H  2.620  -0.146  -4.280
H  2.903  1.261  -3.232
H  2.658  0.017  0.906
H  3.270  2.047  0.587
H  4.852  2.458  -0.074
H  4.651  0.995  0.916
H  4.811  -0.099  -2.653
H  5.679  -0.188  -1.112
H  5.679  1.322  -2.044

Values from the calculation:
Spin multiplicity: 1
Total charge: -2

Atomic partial charges in e from the Löwdin method, atoms 1 to 4:
1 Tl 0.786
2 N -0.067
3 C -0.220
4 C -0.622

=====

Arrangement b

DFT (ωB97M-V/def2-TZVPD) results for a molecular structure, C28H30ClN8O7Tl.

Atoms and positions in Å:
Tl  0.181  -0.208  -0.279
N  1.054  -1.656  1.619
C  2.495  -1.489  1.530
C  2.976  -1.473  0.080
O  4.126  -1.854  -0.167
N  2.089  -1.039  -0.815
C  2.495  -1.040  -2.205
C  1.362  -0.722  -3.195
O  1.656  -0.769  -4.393
O  0.240  -0.375  -2.705
H  0.670  -1.333  2.495
H  0.756  -2.611  1.462
H  3.073  -2.261  2.045
H  2.752  -0.523  1.969
H  2.910  -2.016  -2.465
H  3.297  -0.315  -2.378
O  -7.459  -1.028  -1.092
N  -6.562  -0.150  -0.892
O  -6.901  1.066  -0.780
C  -5.257  -0.525  -0.835
C  -4.983  -1.932  -1.002
C  -3.728  -2.410  -0.928
C  -3.385  -3.808  -1.079
C  -2.113  -4.225  -0.966
C  -1.079  -3.255  -0.685
N  -1.343  -1.992  -0.567
C  -2.607  -1.511  -0.693
C  -2.824  -0.117  -0.567
N  -1.765  0.707  -0.401
C  -1.929  2.032  -0.138
C  -3.155  2.599  -0.140
C  -4.295  1.798  -0.408
C  -4.167  0.429  -0.607
H  -5.819  -2.589  -1.191
H  -4.180  -4.517  -1.285
H  -1.853  -5.269  -1.083
H  -0.035  -3.548  -0.605
H  -1.017  2.578  0.066
H  -3.260  3.658  0.057
H  -5.273  2.237  -0.429
Cl  0.629  3.053  7.038
C  0.685  2.475  5.386
C  1.750  2.852  4.561
C  1.797  2.410  3.266
C  0.793  1.562  2.691
O  0.905  1.240  1.468
C  -0.268  1.174  3.582
C  -1.350  0.277  3.213
O  -1.464  -0.369  2.193
C  -0.298  1.657  4.900
H  2.529  3.493  4.953
H  2.612  2.696  2.612
H  -2.127  0.184  4.003
H  -1.123  1.363  5.540
C  -0.498  5.284  -0.841
N  0.630  4.398  -1.052
C  1.440  4.202  0.132
C  0.513  3.332  -1.934
N  0.975  2.176  -1.635
N  -0.145  3.650  -3.119
C  -0.565  2.539  -3.959
C  0.290  4.813  -3.863
H  -1.056  5.000  0.061
H  -1.183  5.236  -1.683
H  -0.157  6.316  -0.713
H  1.844  5.168  0.449
H  2.244  3.506  -0.091
H  0.865  3.770  0.958
H  0.932  1.557  -2.439
H  -1.014  1.756  -3.353
H  0.262  2.087  -4.521
H  -1.308  2.911  -4.667
H  0.658  5.584  -3.189
H  -0.547  5.216  -4.439
H  1.096  4.560  -4.567

Values from the calculation:
Spin multiplicity: 1
Total charge: -2

Atomic partial charges in e from the Löwdin method, atoms 1 to 4:
1 Tl 1.092
2 N 0.000
3 C -0.173
4 C -0.558

=====

Arrangement c

DFT (ωB97M-V/def2-TZVPD) results for a molecular structure, C28H30ClN8O7Tl.

Atoms and positions in Å:
Tl  -0.277  -0.498  0.132
N  1.731  -2.169  1.393
C  2.894  -1.443  1.872
C  2.746  0.085  1.940
O  3.739  0.689  2.423
N  1.627  0.610  1.483
C  1.546  2.050  1.633
C  0.266  2.705  1.075
O  0.298  3.952  0.979
O  -0.690  1.958  0.729
H  0.977  -2.238  2.069
H  1.954  -3.113  1.107
H  3.729  -1.640  1.190
H  3.246  -1.748  2.867
H  2.393  2.566  1.158
H  1.621  2.348  2.687
O  -3.600  5.091  -5.842
N  -2.482  4.735  -5.512
O  -1.464  5.318  -5.837
C  -2.354  3.509  -4.710
C  -3.296  2.567  -4.928
C  -3.236  1.318  -4.245
C  -4.216  0.318  -4.401
C  -4.112  -0.835  -3.674
C  -3.015  -0.988  -2.801
N  -2.078  -0.079  -2.665
C  -2.176  1.064  -3.362
C  -1.165  2.088  -3.138
N  -0.184  1.786  -2.273
C  0.663  2.725  -1.936
C  0.602  4.030  -2.451
C  -0.339  4.331  -3.395
C  -1.265  3.337  -3.781
H  -4.098  2.767  -5.625
H  -5.045  0.486  -5.079
H  -4.853  -1.620  -3.747
H  -2.915  -1.878  -2.183
H  1.429  2.454  -1.219
H  1.292  4.777  -2.086
H  -0.387  5.319  -3.826
Cl  -4.380  -7.661  4.057
C  -3.429  -6.341  3.377
C  -2.378  -5.786  4.131
C  -1.635  -4.766  3.621
C  -1.860  -4.192  2.301
O  -1.151  -3.264  1.876
C  -2.961  -4.802  1.566
C  -3.383  -4.400  0.237
O  -2.942  -3.538  -0.499
C  -3.704  -5.853  2.132
H  -2.171  -6.178  5.121
H  -0.827  -4.330  4.197
H  -4.252  -5.010  -0.120
H  -4.517  -6.281  1.554
C  1.369  -0.871  -4.089
N  2.430  0.093  -3.849
C  2.283  1.308  -4.635
C  2.853  0.178  -2.521
N  2.279  -0.533  -1.636
N  3.921  1.073  -2.311
C  4.289  1.293  -0.921
C  5.088  0.885  -3.155
H  1.226  -0.961  -5.168
H  0.430  -0.569  -3.613
H  1.647  -1.837  -3.674
H  1.248  1.669  -4.623
H  2.564  1.117  -5.676
H  2.914  2.098  -4.237
H  2.718  -0.474  -0.724
H  3.415  1.506  -0.313
H  4.960  2.150  -0.869
H  4.800  0.429  -0.474
H  4.798  0.688  -4.183
H  5.707  0.043  -2.807
H  5.703  1.788  -3.129

Values from the calculation:
Spin multiplicity: 1
Total charge: -2

Atomic partial charges in e from the Löwdin method, atoms 1 to 4:
1 Tl 0.851
2 N -0.051
3 C -0.229
4 C -0.635

=====

Of them, arrangement b has the lowest stability.

=====

Arrangement a

DFT (ωB97M-V/def2-TZVPD) results for 2 unconnected molecules or ions with the total composition CH4N2O3S.

Atoms and positions in Å:
C  -2.001  0.320  0.371
N  -2.688  -0.424  -0.253
N  2.584  0.035  0.607
O  0.139  -0.841  0.202
O  0.894  1.149  -1.085
O  -1.534  1.176  1.045
S  1.160  0.539  0.424
H  0.037  1.134  -1.322
H  -2.138  -1.120  -0.616
H  3.001  -0.476  -0.188
H  0.546  -1.493  0.814

Values from the calculation:
Spin multiplicity: 1
Total charge: 0

Atomic partial charges in e from the natural (NBO) method, atoms 1 to 4:
1 C 0.862
2 N -0.740
3 N -1.087
4 O -0.955

=====

Arrangement b

DFT (ωB97M-V/def2-TZVPD) results for 2 unconnected molecules or ions with the total composition CH4N2O3S.

Atoms and positions in Å:
C  -0.374  1.090  1.059
N  -0.108  2.015  1.877
N  -0.781  -1.510  -1.411
O  -1.530  0.678  0.648
O  0.694  0.283  0.496
O  1.626  -1.721  -2.225
S  0.537  -0.828  -1.808
H  0.961  2.055  1.912
H  1.431  0.343  1.151
H  -1.594  0.098  -0.196
H  -0.863  -2.501  -1.501

Values from the calculation:
Spin multiplicity: 1
Total charge: 0

Atomic partial charges in e from the natural (NBO) method, atoms 1 to 4:
1 C 0.802
2 N -0.719
3 N -1.038
4 O -0.683

=====

Of them, arrangement a has the lowest stability.

=====

Arrangement a

DFT (ωB97M-V/def2-TZVPD) results for 2 unconnected molecules or ions with the total composition CH3N3S.

Atoms and positions in Å:
C  -2.329  1.481  0.139
N  2.147  -1.095  0.173
N  2.193  -0.288  0.944
N  1.999  -1.817  -0.736
S  -1.101  0.421  -0.079
H  -2.167  2.397  0.723
H  -3.385  1.483  -0.147
H  2.643  -2.582  -1.016

Values from the calculation:
Spin multiplicity: 1
Total charge: 0

Atomic partial charges in e from the natural (NBO) method, atoms 1 to 4:
1 C -0.449
2 N 0.260
3 N -0.098
4 N -0.560

=====

Arrangement b

DFT (ωB97M-V/def2-TZVPD) results for a single CH3N3S molecule.

Atoms and positions in Å:
C  0.252  0.349  -0.214
N  1.225  -1.749  -0.219
N  2.745  -0.648  0.214
N  0.249  -1.023  0.104
S  2.210  0.724  -0.059
H  0.324  0.708  -1.216
H  -0.171  1.043  0.565
H  -0.153  -1.241  0.980

Values from the calculation:
Spin multiplicity: 1
Total charge: 0

Atomic partial charges in e from the natural (NBO) method, atoms 1 to 4:
1 C -0.403
2 N -0.158
3 N -0.554
4 N -0.352

=====

Of them, arrangement b has the lowest stability.

=====

Arrangement a

DFT (ωB97M-V/def2-TZVPD) results for a single C2H2Cl3P molecule.

Atoms and positions in Å:
Cl  0.211  -1.462  3.168
C  0.318  -0.746  1.739
C  1.441  0.174  1.301
Cl  2.842  -0.144  0.288
P  1.374  1.733  2.039
Cl  3.171  1.838  2.863
H  0.240  -1.536  1.071
H  -0.641  -0.153  1.562

Values from the calculation:
SMILES: ClC/C(Cl)=P/Cl
Spin multiplicity: 1
Total charge: 0

Atomic partial charges in e from the natural (NBO) method, atoms 1 to 4:
1 Cl 0.065
2 C -0.547
3 C -0.459
4 Cl 0.034

=====

Arrangement b

DFT (ωB97M-V/def2-TZVPD) results for a single C2H2Cl3P molecule.

Atoms and positions in Å:
C  -1.139  -0.072  -0.442
C  -0.120  -0.481  0.345
Cl  -0.046  -2.133  1.032
P  1.386  0.358  0.841
Cl  0.686  2.187  0.777
Cl  2.189  0.266  -0.995
H  -1.847  -0.896  -0.582
H  -1.109  0.772  -0.976

Values from the calculation:
SMILES: C=C(Cl)P(Cl)Cl
Spin multiplicity: 1
Total charge: 0

Atomic partial charges in e from the natural (NBO) method, atoms 1 to 4:
1 C -0.356
2 C -0.381
3 Cl -0.018
4 P 0.851

=====

Of them, arrangement a has the lowest stability.

=====

Arrangement a

DFT (ωB97M-V/def2-TZVPD) results for a gas-phase ion, C3H12N4 (charge +2).

Atoms and positions in Å:
C  1.513  -0.320  1.155
C  0.531  0.028  0.057
C  1.215  0.270  -1.284
N  -0.457  -1.194  -0.222
N  -1.716  -1.020  0.104
N  -0.336  1.074  0.474
N  -1.564  1.128  -0.042
H  1.017  -0.559  2.092
H  2.199  0.509  1.323
H  2.116  -1.177  0.861
H  0.520  0.502  -2.087
H  1.816  -0.591  -1.566
H  1.902  1.111  -1.176
H  -0.285  -1.590  -1.151
H  -2.439  -1.449  -0.483
H  -1.935  -1.038  1.107
H  -0.230  1.388  1.443
H  -2.250  1.700  0.457
H  -1.618  1.229  -1.062

Values from the calculation:
SMILES: CC(C)(NN)[NH+]=[NH2+]
Spin multiplicity: 1
Total charge: +2

Atomic partial charges in e from the natural (NBO) method, atoms 1 to 4:
1 C -0.650
2 C 0.258
3 C -0.647
4 N -0.241

=====

Arrangement b

DFT (ωB97M-V/def2-TZVPD) results for 2 unconnected molecules or ions with the total composition C3H12N4.

Atoms and positions in Å:
C  -1.524  0.489  0.087
C  -1.508  -0.023  1.483
C  2.834  0.227  -0.386
N  -2.670  0.636  -0.525
N  2.103  -0.781  0.286
N  -2.872  1.076  -1.844
N  2.657  -1.880  0.499
H  -0.680  0.791  -0.340
H  -0.695  0.643  2.002
H  -1.067  -1.148  1.602
H  -2.561  -0.174  1.978
H  2.401  1.215  -0.640
H  3.773  0.344  0.047
H  3.174  -0.018  -1.384
H  -3.390  0.257  0.045
H  -3.706  1.630  -1.817
H  -2.082  1.440  -2.340
H  3.560  -2.264  0.006
H  2.252  -2.458  1.240

Values from the calculation:
Spin multiplicity: 1
Total charge: +2

Atomic partial charges in e from the natural (NBO) method, atoms 1 to 4:
1 C 0.220
2 C -0.721
3 C -0.562
4 N -0.223

=====

Arrangement c

DFT (ωB97M-V/def2-TZVPD) results for a gas-phase ion, C3H12N4 (charge +2).

Atoms and positions in Å:
H  -1.099  2.148  0.535
N  -0.318  1.641  0.099
C  -0.380  0.425  -0.123
N  -1.393  -0.527  -0.285
N  -2.782  -0.097  -0.047
C  0.992  -0.251  -0.477
C  1.441  -1.331  0.503
N  1.965  0.894  -0.319
H  -1.092  -1.386  -0.433
H  -3.226  -0.497  0.858
H  -3.633  -0.321  -0.679
H  -2.716  0.983  0.216
H  0.866  -0.534  -1.497
H  1.555  -0.973  1.545
H  0.817  -2.208  0.639
H  2.525  -1.700  0.157
H  1.454  1.547  0.166
H  2.292  1.412  -1.156
H  2.731  0.773  0.299

Values from the calculation:
SMILES: [H]/N=C(\N[NH3+])[C@H](C)[NH3+]
Spin multiplicity: 1
Total charge: +2

Atomic partial charges in e from the natural (NBO) method, atoms 1 to 4:
1 H 0.391
2 N -0.695
3 C 0.445
4 N -0.419

=====

Of them, arrangement a has the lowest stability.

=====

Arrangement a

DFT (ωB97M-V/def2-TZVPD) results for a single C4H6N2OS molecule.

Atoms and positions in Å:
H  -3.256  -0.837  0.249
N  -2.872  0.057  0.188
C  -1.638  -0.013  -0.067
N  -0.997  1.224  -0.338
O  0.359  1.508  0.067
C  1.020  0.375  -0.426
C  2.155  -0.461  0.045
C  0.715  -0.822  0.393
S  -0.750  -1.596  -0.254
H  -1.561  1.994  0.036
H  0.808  0.267  -1.497
H  2.702  -0.955  -0.758
H  2.749  -0.194  0.926
H  0.566  -0.547  1.434

Values from the calculation:
SMILES: [H]/N=C1/NO[C@H]2C[C@@H]2S1
Spin multiplicity: 1
Total charge: 0

Atomic partial charges in e from the natural (NBO) method, atoms 1 to 4:
1 H 0.347
2 N -0.676
3 C 0.268
4 N -0.363

=====

Arrangement b

DFT (ωB97M-V/def2-TZVPD) results for 2 unconnected molecules or ions with the total composition C4H6N2OS.

Atoms and positions in Å:
C  -0.702  1.908  0.394
C  -0.666  1.930  -1.066
C  -1.015  0.628  0.660
C  2.416  -1.746  0.284
N  -0.978  0.746  -1.530
N  -1.213  -0.055  -0.466
O  -1.255  -2.218  0.658
S  -1.521  -1.745  -0.664
H  -0.575  2.786  1.035
H  -0.364  2.817  -1.677
H  -1.546  0.171  1.544
H  2.850  -2.675  0.066
H  2.027  -1.601  1.244
H  2.543  -0.946  -0.481

Values from the calculation:
Spin multiplicity: 1
Total charge: 0

Atomic partial charges in e from the natural (NBO) method, atoms 1 to 4:
1 C -0.337
2 C -0.028
3 C -0.046
4 C -0.493

=====

Arrangement c

DFT (ωB97M-V/def2-TZVPD) results for a single C4H6N2OS molecule.

Atoms and positions in Å:
N  -2.127  -1.442  -0.406
C  -1.089  -1.022  0.597
C  -0.155  0.042  0.120
C  0.868  0.589  0.917
C  1.824  1.152  0.105
O  2.746  1.814  0.494
N  1.570  1.017  -1.206
S  0.041  0.426  -1.547
H  -1.637  -1.736  -1.301
H  -2.905  -0.831  -0.509
H  -0.456  -1.828  0.912
H  -1.509  -0.709  1.506
H  0.957  0.609  1.965
H  1.872  1.919  -1.648

Values from the calculation:
SMILES: NCc1cc(=O)[nH]s1
Spin multiplicity: 1
Total charge: 0

Atomic partial charges in e from the natural (NBO) method, atoms 1 to 4:
1 N -0.851
2 C -0.271
3 C -0.123
4 C -0.353

=====

Of them, arrangement b has the lowest stability.